Entry 1:
The following is a DFT calculation (the ωB97M-V functional and the def2-TZVPD basis) of a structure of composition C43H42F6InN5O7S4.

XYZ file:
```
108
Properties=species:S:1:pos:R:3:forces:R:3:mulliken_charge:R:1
In -0.738195 -0.477737 -0.234397 -0.5 -0.1 0.1 3.728
C -1.926134 6.922476 -2.583958 0.0 0.0 0.0 -1.509
C -1.749424 5.829795 -1.568128 0.0 0.0 0.0 1.137
C -0.627998 5.002855 -1.614030 0.0 0.0 0.0 -0.675
C -0.448689 3.991739 -0.689822 0.0 0.0 0.0 -0.245
C -1.396872 3.803092 0.307343 0.0 0.0 0.0 -0.660
C -2.504263 4.631479 0.389655 0.0 0.0 0.0 -0.355
C -2.678981 5.632962 -0.555270 0.0 0.0 0.0 -0.974
S -1.152901 2.515789 1.496467 0.0 0.0 0.0 1.422
O -1.958781 2.849898 2.641078 0.0 0.0 0.0 -0.776
O 0.266511 2.330764 1.644598 0.0 0.1 -0.1 -0.661
N -1.693389 1.140706 0.831972 0.2 0.2 0.0 -0.261
C -2.999354 0.924184 0.447403 0.0 0.1 0.1 0.740
C -4.149243 1.614012 0.841147 0.0 0.0 0.0 -0.560
C -5.344796 1.243959 0.260742 0.0 0.0 0.0 -0.896
C -5.394334 0.207977 -0.671815 0.0 0.0 0.0 -1.270
C -4.220261 -0.450005 -0.968598 0.0 -0.1 0.0 -0.405
N -3.063712 -0.107255 -0.407962 0.1 0.2 -0.1 0.243
H -1.762724 6.545125 -3.593646 0.0 0.0 0.0 0.325
H -1.207740 7.726424 -2.415153 0.0 0.0 0.0 0.321
H -2.925978 7.350004 -2.535794 0.0 0.0 0.0 0.363
H 0.111356 5.151114 -2.391229 0.0 0.0 0.0 0.418
H 0.418825 3.352040 -0.730374 0.1 0.0 0.0 0.376
H -3.206520 4.509160 1.200519 0.0 0.0 0.0 0.477
H -3.547083 6.277424 -0.495250 0.0 0.0 0.0 0.358
H -4.087928 2.389808 1.587714 0.0 0.0 0.0 0.765
H -6.252419 1.764906 0.536486 0.0 0.0 0.0 0.472
H -6.319993 -0.082997 -1.145091 0.0 0.0 0.0 0.540
H -4.177410 -1.272609 -1.671462 0.0 0.0 0.0 0.535
C 0.424575 0.406614 4.083910 -0.1 0.0 0.0 -1.185
C 0.235447 -1.065893 3.703625 0.0 0.0 0.0 0.706
C -1.202027 -1.465329 3.902111 0.0 0.0 0.1 0.668
C -1.713397 -1.433990 5.194398 0.0 0.0 0.0 -0.731
C -3.046429 -1.692276 5.450854 0.0 0.0 0.0 -1.254
C -3.888352 -1.987271 4.394986 0.0 0.0 0.0 -0.935
C -3.414882 -2.059205 3.088804 0.0 0.0 0.0 0.912
C -4.417404 -2.371670 2.002099 0.0 0.1 0.0 0.143
C -5.028563 -3.767375 2.112257 0.0 0.0 0.0 -1.454
C -2.051678 -1.813156 2.849950 -0.1 0.0 0.0 -0.905
N -1.531311 -1.949865 1.521499 0.2 0.0 -0.1 0.455
C -1.684228 -3.109096 0.982390 0.0 0.0 0.0 -0.690
C -1.348808 -3.370474 -0.374000 0.1 -0.1 0.1 0.144
C -1.493604 -4.542084 -1.104162 0.0 0.0 0.0 -1.347
C -1.047397 -4.252049 -2.399810 0.0 0.0 0.0 -1.115
C -0.648120 -2.923880 -2.394678 0.0 0.0 -0.1 -0.808
N -0.813890 -2.383431 -1.168878 -0.1 0.1 0.0 1.151
H 1.376073 0.802185 3.737293 0.1 0.0 0.0 0.253
H 0.379782 0.538167 5.165352 0.0 0.0 0.0 0.533
H -0.358526 1.023684 3.644534 0.1 -0.1 0.1 0.243
H 0.866670 -1.693924 4.340355 0.0 0.0 0.0 0.555
H 0.542206 -1.236283 2.672621 -0.1 0.0 0.1 -0.795
H -1.045343 -1.183878 6.009218 0.0 0.0 0.0 0.429
H -3.427807 -1.652566 6.462547 0.0 0.0 0.0 0.394
H -4.941323 -2.165397 4.578010 0.0 0.0 0.0 0.478
H -3.966784 -2.251627 1.021327 0.0 0.0 -0.1 -0.284
H -5.216233 -1.625649 2.060434 0.0 0.0 0.0 0.492
H -4.277863 -4.544361 1.960698 0.0 0.0 0.0 0.295
H -5.808246 -3.906695 1.363092 0.0 0.0 0.0 0.429
H -5.473081 -3.930813 3.093982 0.0 0.0 0.0 0.389
H -2.114642 -3.931336 1.556797 0.0 0.0 0.0 0.697
H -1.880254 -5.475469 -0.729803 0.0 0.0 0.0 0.569
H -1.018960 -4.914523 -3.247704 0.0 0.0 0.0 0.540
H -0.251837 -2.354974 -3.216130 0.0 0.1 0.0 0.407
F 2.103693 2.121879 -2.286292 -0.1 0.0 0.0 -0.108
C 2.552657 1.412243 -3.325056 0.1 0.0 0.0 0.488
F 2.540410 2.190249 -4.402620 0.0 0.0 0.0 -0.255
F 3.814620 1.058774 -3.064076 -0.1 -0.1 0.0 -0.231
S 1.531401 -0.108894 -3.593962 0.0 0.2 0.0 1.441
O 1.386107 -0.665149 -2.267938 -0.2 0.2 0.0 -0.591
O 2.254681 -0.837408 -4.579126 -0.1 0.0 -0.1 -0.684
N 0.166824 0.417044 -4.189861 0.0 0.0 0.2 -0.763
S -1.081382 0.742868 -3.296846 0.1 0.1 -0.1 1.198
O -2.134946 -0.218091 -3.389955 0.0 0.0 -0.1 -0.692
O -0.748298 1.207047 -1.943344 0.0 -0.5 0.1 -0.593
C -1.697642 2.263567 -4.138296 0.0 0.1 -0.1 0.422
F -2.056213 1.983200 -5.386375 0.0 0.0 0.1 -0.215
F -0.759200 3.205020 -4.160206 0.1 0.0 0.0 -0.192
F -2.755131 2.724416 -3.474364 0.0 -0.1 0.0 -0.189
O 1.161934 -0.362154 0.686282 -0.1 -0.1 -0.1 -1.756
S 2.618746 -0.278755 0.234764 0.2 0.3 -0.1 0.575
C 3.235330 -1.987309 0.367059 0.0 0.0 0.0 -1.288
C 3.643572 -2.497011 -0.980785 0.0 -0.1 0.0 -0.001
C 4.955484 -2.340406 -1.412287 0.0 0.1 0.0 -0.102
C 5.318639 -2.742720 -2.688377 0.0 0.0 0.0 -0.821
C 4.371607 -3.297909 -3.536480 0.0 0.0 0.0 -0.552
C 3.063245 -3.461812 -3.104701 0.0 -0.1 0.1 -0.475
C 2.699230 -3.065040 -1.828680 0.1 -0.2 0.1 -0.086
C 3.422304 0.480156 1.663152 -0.1 0.0 0.0 -1.388
C 4.892418 0.596138 1.385474 0.0 -0.1 0.0 0.122
C 5.340490 1.414935 0.351791 0.0 0.0 0.0 0.026
C 6.689914 1.476146 0.042286 0.0 0.0 0.0 -0.856
C 7.604306 0.724295 0.766559 0.0 0.0 0.0 -0.413
C 7.166386 -0.086991 1.802272 0.0 0.0 0.0 -0.789
C 5.814627 -0.155130 2.106181 0.0 0.0 0.0 -0.113
H 2.396846 -2.539135 0.796649 0.0 0.0 0.0 0.543
H 4.070003 -1.984364 1.067311 0.0 0.0 0.0 0.807
H 5.689163 -1.889705 -0.752921 0.0 0.0 0.0 0.301
H 6.339231 -2.613507 -3.023450 0.0 0.0 0.0 0.423
H 4.652488 -3.599342 -4.536406 0.0 0.0 0.0 0.389
H 2.318391 -3.886313 -3.764110 0.0 0.0 0.0 0.445
H 1.672527 -3.180272 -1.499032 0.1 0.0 0.0 0.425
H 3.186093 -0.123689 2.537414 0.0 0.0 0.1 0.508
H 2.922302 1.446232 1.756912 0.0 0.0 0.0 0.560
H 4.628255 1.998871 -0.217811 0.0 0.0 0.0 0.455
H 7.026928 2.110707 -0.766110 0.0 0.0 0.0 0.415
H 8.657497 0.773915 0.525698 0.0 0.0 0.0 0.410
H 7.876008 -0.669586 2.373984 0.0 0.0 0.0 0.398
H 5.473144 -0.790237 2.914565 0.0 0.0 0.0 0.449
```
Positions in Å, forces in eV/Å.

## Properties
highest occupied orbital energy = -8.040 eV
LUMO level = 0.013 hartree
2S+1 = 1
energy = -4846.39309 Eh


Entry 2:
The following is a DFT calculation (the ωB97M-V functional and the def2-TZVPD basis) of the molecule C2H2N2O in a non-equilibrium geometry.

XYZ file:
```
7
Properties=species:S:1:pos:R:3:forces:R:3:nbo_charge:R:1
C -0.891840 0.003840 -0.055442 1.8 -3.7 1.0 -0.135
C 0.338089 0.744553 -0.075651 1.7 3.8 2.3 -0.124
N 1.406003 -0.077733 0.042321 -1.0 5.0 -1.8 -0.071
O 0.917700 -1.223885 -0.110454 -0.3 -4.5 2.1 -0.089
N -0.382078 -1.271763 0.104346 -3.1 1.1 -2.5 -0.098
H -2.043129 -0.054128 -0.118125 2.3 1.2 0.3 0.276
H 0.655256 1.879115 0.213008 -1.4 -2.9 -1.3 0.241
```
Positions in Å, forces in eV/Å.

## Properties
highest occupied orbital energy = -10.816 eV
LUMO level = 0.021 hartree
relative energy (zero: lowest compared OMol25 entry of this formula, charge and spin) = 4.036 eV
2S+1 = 1
SMILES string = c1cnon1
energy = -262.01561 Eh


Entry 3:
The following is a DFT calculation (the ωB97M-V functional and the def2-TZVPD basis) of a structure of composition C3H9NP2 in a non-equilibrium geometry.

XYZ file:
```
15
Properties=species:S:1:pos:R:3:forces:R:3:nbo_charge:R:1
C -2.624574 -0.228085 0.538468 0.7 0.8 -0.1 -1.133
C 2.769341 -0.154491 0.655391 -0.9 0.8 0.0 -1.118
C 0.113616 -0.883079 -0.430919 0.3 -1.9 -3.5 -1.090
N 0.039984 1.431357 0.042360 0.1 -0.8 0.2 -1.291
P -1.273789 0.316949 -0.295612 0.9 -0.5 0.3 1.424
P 1.432149 0.369417 -0.217509 -0.9 -0.4 0.2 1.413
H -3.494589 0.412721 0.437954 -0.1 -0.1 -0.1 0.235
H -2.433962 -0.568139 1.550179 0.0 -0.2 0.0 0.228
H 2.534111 -0.579064 1.624920 0.0 -0.2 0.0 0.227
H 3.598842 0.539579 0.669212 0.2 0.0 -0.1 0.233
H 0.107899 -1.649075 0.343952 0.0 0.1 0.1 0.279
H 0.204419 -1.545363 -1.556051 -0.4 2.2 3.5 0.279
H 0.002319 2.376717 0.396438 0.0 -0.1 0.0 0.417
H -1.628711 0.663221 -1.586153 -0.3 0.1 -0.2 -0.050
H 1.828517 0.760776 -1.483808 0.3 0.1 -0.2 -0.052
```
Positions in Å, forces in eV/Å.

## Properties
highest occupied orbital energy = -7.862 eV
LUMO level = 0.034 hartree
relative energy (zero: lowest compared OMol25 entry of this formula, charge and spin) = 2.836 eV
2S+1 = 1
energy = -857.03995 Eh


no.,gap between HOMO and LUMO (eV)
1,8.397
2,11.398
3,8.781